1.
# C6H7N3O2

A single C6H7N3O2 molecule in a non-equilibrium geometry (ωB97M-V/def2-TZVPD, OMol25).

Each line ends with the natural charge from an NBO analysis.
Geometry (Å):
C 1.428 1.617 -0.406  -0.008
C 1.571 0.241 -0.224  -0.070
C 0.081 -0.204 0.134  0.185
C -1.591 -1.918 -0.281  -0.352
C -0.374 -1.604 0.091  -0.255
C -1.954 1.175 0.448  -0.415
N 0.199 2.010 -0.284  -0.271
N -0.540 0.972 0.003  -0.125
N 2.782 -0.405 0.080  0.511
O 3.788 0.305 0.076  -0.393
O 2.767 -1.595 0.370  -0.403
H 2.228 2.300 -0.511  0.233
H -1.863 -2.971 -0.495  0.221
H -2.313 -1.088 -0.529  0.187
H 0.494 -2.263 0.217  0.263
H -2.091 2.275 0.432  0.256
H -2.466 0.645 -0.417  0.203
H -2.146 0.508 1.296  0.231

The energy relative to the best compared isomer or geometry (same formula, charge and spin) comes out at 5.117 eV. Its charge is 0. The calculation puts the HOMO-LUMO gap at 8.63 eV. The spin multiplicity is 1.

---

2.
# C6H7N3O3

A single C6H7N3O3 molecule in a non-equilibrium geometry (ωB97M-V/def2-TZVPD, OMol25).

Each line ends with the natural charge from an NBO analysis.
Geometry (Å):
C -0.495 1.252 -0.524  0.043
C -0.156 -0.140 -0.114  0.189
C -0.017 2.236 0.518  -0.232
C 0.730 1.900 1.523  -0.135
C 0.442 -0.474 1.190  -0.466
C 1.334 0.606 1.804  -0.450
N -1.019 1.498 -1.596  -0.142
N -0.502 -0.831 -2.278  0.112
N -0.319 -1.128 -0.986  0.192
O -0.351 -2.329 -0.656  -0.557
O -1.918 -2.722 -2.924  -0.441
O -0.908 -1.651 -3.213  -0.041
H -0.551 3.123 0.322  0.229
H 1.120 2.848 2.047  0.225
H -0.334 -0.699 1.969  0.244
H 0.911 -1.476 0.740  0.275
H 2.340 0.559 1.326  0.236
H 1.407 0.477 2.862  0.234
H -1.714 -3.049 -2.010  0.486

The energy relative to the best compared isomer or geometry (same formula, charge and spin) comes out at 10.072 eV. Its charge is 0. The calculation puts the HOMO-LUMO gap (alpha / beta) at 8.21 / 7.71 eV. The spin multiplicity is 1.

---

3.
# C6H7N3O3P

A molecular structure, C6H7N3O3P in a non-equilibrium geometry (ωB97M-V/def2-TZVPD, OMol25).

Each line ends with the natural charge from an NBO analysis.
Geometry (Å):
C 1.202 2.858 2.645  -0.088
C 0.505 1.591 2.634  0.434
C 1.467 3.825 1.512  0.756
C -1.170 -1.026 -1.534  -0.432
C 0.259 -1.114 -1.876  -0.450
C -0.026 -0.510 -0.517  -0.530
N 1.338 3.223 3.879  -0.200
N 0.927 2.219 4.637  -0.192
N 0.383 1.189 3.932  -0.333
O 1.111 3.341 0.388  -0.772
O 0.133 0.909 1.526  -0.773
O 2.036 4.884 1.748  -0.682
P 0.274 1.380 -0.099  0.970
H -1.770 -0.372 -2.120  0.198
H -1.751 -1.928 -1.349  0.194
H 0.564 -2.139 -1.689  0.193
H 0.857 -0.531 -2.484  0.210
H 0.139 -1.061 0.359  0.208
H 1.067 2.245 5.582  0.384
H 1.826 1.139 -0.188  -0.096

The energy relative to the best compared isomer or geometry (same formula, charge and spin) comes out at 0.000 eV. Its charge is -1. The calculation puts the HOMO-LUMO gap at 8.06 eV. The spin multiplicity is 1.

---

4.
# C6H7N3O3S

2 unconnected molecules or ions with the total composition C6H7N3O3S in a non-equilibrium geometry (ωB97M-V/def2-TZVPD, OMol25).

Each line ends with the natural charge from an NBO analysis.
Geometry (Å):
C -0.342 -2.367 -1.144  -0.234
C -0.282 1.921 -1.310  -0.136
C -0.712 -1.424 1.302  -0.036
C -0.797 -1.411 -0.120  0.062
C 0.594 1.587 -0.560  -0.382
C -0.239 -2.085 -2.453  -0.316
N -1.192 -0.277 1.713  -0.121
N -1.360 -0.265 -0.445  -0.086
N 0.793 2.376 1.936  -1.085
O 1.609 0.046 1.188  -0.910
O 2.810 2.142 0.632  -0.937
O -1.578 0.429 0.645  -0.125
S 1.565 1.401 0.907  2.329
H -0.263 -3.365 -0.832  0.210
H -1.132 1.945 -1.989  0.252
H -0.250 -2.091 1.933  0.230
H 0.137 -2.767 -3.142  0.204
H -0.603 -1.068 -2.760  0.209
H 0.007 1.999 2.429  0.428
H 1.235 3.274 2.069  0.443

The energy relative to the best compared isomer or geometry (same formula, charge and spin) comes out at 3.828 eV. Its charge is 0. The calculation puts the HOMO-LUMO gap at 10.07 eV. The spin multiplicity is 1.

---

5.
# C6H7N4OP

A molecular structure, C6H7N4OP in a non-equilibrium geometry (ωB97M-V/def2-TZVPD, OMol25).

Each line ends with the natural charge from an NBO analysis.
Geometry (Å):
C -3.102 -0.464 -0.421  -0.201
C -2.866 0.912 -0.376  -0.203
C -2.152 -1.450 -0.304  -0.183
C -1.603 1.504 -0.200  -0.178
C -0.893 -0.924 -0.112  0.059
C -0.603 0.494 -0.022  0.054
N 0.252 -1.639 -0.052  -0.136
N 1.183 -0.829 0.158  -0.073
N 0.774 0.441 0.106  0.165
N 3.940 -0.408 1.044  -1.133
O 1.681 1.423 0.130  -0.281
P 3.328 0.031 -0.500  0.521
H -4.181 -0.583 -0.757  0.228
H -3.758 1.450 -0.683  0.225
H -2.307 -2.594 -0.232  0.256
H -1.237 2.479 -0.086  0.243
H 3.661 0.389 1.677  0.373
H 3.662 -1.311 1.265  0.378
H 4.221 1.081 -0.635  -0.112

As for the expectation value of S²: 2.03. Its charge is 0. The calculation puts the HOMO-LUMO gap (alpha / beta) at 5.11 / 5.25 eV. The spin multiplicity is 3.

---

6.
# C6H7NO

A single C6H7NO molecule in a non-equilibrium geometry (ωB97M-V/def2-TZVPD, OMol25).

Each line ends with the natural charge from an NBO analysis.
Geometry (Å):
C -0.475 1.928 0.045  0.720
C 1.017 1.485 0.459  -0.502
C 1.173 -0.063 0.417  -0.464
C -1.301 -1.290 -0.458  -0.510
C -2.126 0.008 -0.807  -0.182
C -0.254 -0.378 0.103  0.240
N -1.113 0.693 -0.036  -0.391
O -0.856 3.007 -0.350  -0.508
H 1.689 1.697 -0.308  0.240
H 1.179 1.967 1.407  0.236
H 2.024 -0.515 -0.221  0.231
H 1.514 -0.487 1.381  0.234
H -1.777 -2.021 0.115  0.248
H -0.968 -1.893 -1.340  0.242
H -3.145 0.083 -0.360  0.167

The energy relative to the best compared isomer or geometry (same formula, charge and spin) comes out at 4.177 eV. Its charge is 0. The calculation puts the HOMO-LUMO gap (alpha / beta) at 6.95 / 8.02 eV. The spin multiplicity is 1.

---

7.
# C6H7NO

A single C6H7NO molecule in a non-equilibrium geometry (ωB97M-V/def2-TZVPD, OMol25).

Each line ends with the natural charge from an NBO analysis.
Geometry (Å):
C -0.759 -1.807 -0.038  -0.633
C -0.751 -0.376 -0.392  -0.058
C -1.791 0.186 -1.009  -0.367
C 0.360 0.435 0.100  0.216
C 1.532 0.037 0.719  -0.111
C 1.581 2.145 0.519  0.308
H 0.234 -2.298 -0.364  0.218
H -0.817 -2.016 1.052  0.227
H -1.597 -2.317 -0.544  0.225
H -2.643 -0.397 -1.330  0.198
H -1.795 1.260 -1.276  0.208
H 1.903 -0.947 1.054  0.223
H 1.842 3.173 0.598  0.196
N 2.272 1.160 0.974  -0.455
O 0.429 1.761 -0.062  -0.395

The energy relative to the best compared isomer or geometry (same formula, charge and spin) comes out at 0.649 eV. Its charge is 0. The calculation puts the HOMO-LUMO gap at 9.45 eV. The spin multiplicity is 1.

---

8.
# C6H7NO

A single C6H7NO molecule in a non-equilibrium geometry (ωB97M-V/def2-TZVPD, OMol25).

Each line ends with the natural charge from an NBO analysis.
Geometry (Å):
C -1.312 -0.669 0.048  0.522
C -1.814 0.687 0.420  -0.273
C -0.902 1.470 -0.269  -0.172
C 0.295 0.627 -0.643  -0.100
C 1.511 -1.083 0.110  -0.261
C 0.076 -0.535 0.306  -0.341
H -3.001 0.755 0.559  0.261
H -0.977 2.548 -0.304  0.223
H 0.361 -0.021 -1.653  0.239
H 1.973 0.746 0.762  0.325
H 2.377 -1.446 0.661  0.237
H 1.528 -1.930 -0.766  0.202
H -0.043 -0.114 1.431  0.216
N 1.974 0.431 -0.204  -0.549
O -2.045 -1.468 -0.457  -0.528

The energy relative to the best compared isomer or geometry (same formula, charge and spin) comes out at 6.059 eV. Its charge is 0. The calculation puts the HOMO-LUMO gap at 9.49 eV. The spin multiplicity is 1.

---

9.
# C6H7NO

2 unconnected molecules or ions with the total composition C6H7NO in a non-equilibrium geometry (ωB97M-V/def2-TZVPD, OMol25).

Each line ends with the natural charge from an NBO analysis.
Geometry (Å):
C -0.837 1.787 0.281  0.288
C -2.048 -0.156 0.648  0.791
C 0.982 0.194 1.942  -0.378
C 0.828 -0.413 0.776  -0.386
C -1.471 0.639 -0.176  -0.454
C -1.064 0.072 -1.632  -0.566
N -0.225 2.668 0.651  -0.316
O -2.677 -0.874 1.320  -0.419
H 1.758 0.888 2.008  0.211
H 0.448 -0.207 2.705  0.190
H 1.402 -0.207 -0.027  0.172
H 0.316 -1.313 0.500  0.178
H -0.023 0.112 -1.885  0.231
H -1.719 0.698 -2.231  0.232
H -1.441 -0.952 -1.807  0.225

The energy relative to the best compared isomer or geometry (same formula, charge and spin) comes out at 3.179 eV. Its charge is 0. The calculation puts the HOMO-LUMO gap at 9.66 eV. The spin multiplicity is 1.

---

10.
# C6H7NO

A molecular structure, C6H7NO in a non-equilibrium geometry (ωB97M-V/def2-TZVPD, OMol25).

Each line ends with the natural charge from an NBO analysis.
Geometry (Å):
C -0.543 -0.572 1.451  0.449
C -0.222 -0.545 -0.001  -0.272
C -0.396 0.928 -0.273  -0.375
C 1.043 1.092 -0.038  -0.401
C 1.085 -0.362 -0.598  -0.382
C -1.287 -1.354 -0.799  0.283
H -1.749 -0.007 1.521  0.173
H -0.713 1.065 -1.251  0.227
H -1.328 1.343 0.252  0.202
H 1.380 0.956 1.126  0.224
H 1.584 1.890 -0.550  0.228
H 2.006 -0.974 -0.280  0.223
H 1.149 -0.368 -1.667  0.233
N -2.344 -1.921 -1.055  -0.307
O 0.335 -1.171 2.161  -0.504

The energy relative to the best compared isomer or geometry (same formula, charge and spin) comes out at 4.336 eV. Its charge is 0. The calculation puts the HOMO-LUMO gap at 10.30 eV. The spin multiplicity is 1.

---

11.
# C6H7NO

A single C6H7NO molecule in a non-equilibrium geometry (ωB97M-V/def2-TZVPD, OMol25).

Each line ends with the natural charge from an NBO analysis.
Geometry (Å):
C 1.324 -0.642 -1.620  0.077
C -0.792 0.492 0.260  -0.022
C -0.232 1.056 -0.985  -0.266
C -1.692 0.773 1.419  -0.426
C -0.688 -0.377 1.228  -0.191
C 1.882 -1.737 -2.002  0.117
N 1.151 0.521 -1.278  -0.375
O 1.945 -2.818 -1.146  -0.619
H -0.080 2.203 -1.041  0.233
H -0.853 0.732 -1.800  0.221
H -1.217 1.575 2.144  0.172
H -2.795 0.594 1.433  0.197
H -0.121 -1.269 1.796  0.239
H 2.292 -1.924 -2.958  0.174
H 1.380 -2.530 -0.405  0.471

As for the expectation value of S²: 2.01. The energy relative to the best compared isomer or geometry (same formula, charge and spin) comes out at 2.866 eV. Its charge is 0. The calculation puts the HOMO-LUMO gap (alpha / beta) at 6.56 / 7.73 eV. The spin multiplicity is 3.

---

12.
# C6H7NO2

A single C6H7NO2 molecule in a non-equilibrium geometry (ωB97M-V/def2-TZVPD, OMol25).

Each line ends with the natural charge from an NBO analysis.
Geometry (Å):
C 0.818 -1.518 0.251  -0.250
C 2.035 -0.956 0.282  -0.340
C -0.082 -0.427 -0.114  0.186
C 1.860 0.414 0.139  0.501
C -1.473 -0.535 -0.492  -0.113
C -2.489 1.556 0.268  -0.027
N 0.574 0.768 -0.081  -0.521
O -2.167 0.319 0.494  -0.462
O 2.859 1.280 0.025  -0.598
H 0.448 -2.507 0.176  0.220
H 3.178 -1.314 0.444  0.209
H -1.779 -0.344 -1.526  0.208
H -1.977 -1.545 -0.203  0.211
H -2.697 2.174 1.103  0.163
H -2.682 1.904 -0.725  0.140
H 3.574 0.730 -0.041  0.474

The energy relative to the best compared isomer or geometry (same formula, charge and spin) comes out at 4.686 eV. Its charge is 0. The calculation puts the HOMO-LUMO gap (alpha / beta) at 8.85 / 5.19 eV. The spin multiplicity is 1.